# 1
Formula: C62H162N8O23
Source: the Open Molecules 2025 dataset
Level of theory: ωB97M-V/def2-TZVPD

## Properties
ΔE to the lowest compared entry with this formula, charge and spin = 378.07 kJ/mol
HOMO-LUMO gap = 8.359 eV
Largest force on an atom = 3.37 eV Å⁻¹
Total charge = 0

Each line ends with the Mulliken charge.
Atoms and positions in Å:
C 28.343 23.145 19.813  -0.726
O 27.343 22.112 19.975  -0.342
C 26.902 21.914 21.366  -0.741
C 25.638 21.019 21.550  -0.291
N 25.786 19.766 20.802  -0.320
C 24.512 19.049 20.689  -0.928
C 23.867 18.752 22.062  -0.298
O 22.745 17.902 21.843  -0.149
C 22.007 17.529 22.973  -0.584
H 28.024 24.175 19.973  0.286
H 28.704 23.105 18.785  0.254
H 29.166 22.965 20.504  0.301
H 26.779 22.882 21.851  0.418
H 27.733 21.506 21.941  0.350
H 24.816 21.586 21.114  0.271
H 25.498 20.889 22.623  0.205
H 26.353 19.964 19.990  0.289
H 24.770 18.072 20.282  0.378
H 23.865 19.469 19.919  0.357
H 23.457 19.673 22.476  0.242
H 24.563 18.292 22.763  0.292
H 21.157 16.889 22.736  0.184
H 21.596 18.390 23.500  0.273
H 22.715 17.012 23.621  0.258
C 18.038 11.744 21.530  -0.830
O 16.720 12.224 21.186  -0.462
C 16.107 12.963 22.273  -0.871
C 14.653 13.336 21.870  -0.614
N 14.587 14.467 20.955  1.456
C 13.213 14.638 20.527  -0.805
C 12.972 16.069 19.985  1.260
O 11.589 16.541 19.996  -0.461
C 10.685 15.760 19.229  -0.811
H 18.430 11.117 20.730  0.200
H 18.054 11.170 22.456  0.401
H 18.694 12.614 21.569  0.215
H 16.662 13.847 22.586  0.199
H 16.032 12.349 23.171  0.616
H 14.203 13.619 22.821  0.434
H 14.108 12.478 21.478  0.344
H 15.017 14.006 20.166  -1.141
H 12.552 14.563 21.390  0.677
H 12.971 13.868 19.794  0.586
H 13.444 16.110 19.003  -0.430
H 13.483 16.821 20.584  -0.899
H 10.846 15.904 18.160  0.258
H 9.722 16.222 19.445  0.286
H 10.770 14.717 19.532  0.331
C 20.224 22.624 28.633  -0.920
O 21.577 22.282 28.226  0.099
C 22.541 22.235 29.275  -0.702
C 22.259 21.012 30.151  -0.880
N 22.475 19.728 29.456  0.455
C 23.858 19.313 29.359  -0.689
C 24.012 17.817 28.934  -0.728
O 23.673 17.674 27.565  -0.263
C 24.406 18.276 26.518  -0.235
H 19.772 23.185 27.815  0.139
H 20.163 23.202 29.555  0.458
H 19.727 21.663 28.763  0.189
H 22.366 23.142 29.854  0.486
H 23.578 22.198 28.943  0.333
H 21.236 21.061 30.522  0.304
H 22.862 21.144 31.050  0.490
H 22.240 19.971 28.504  -0.521
H 24.296 19.442 30.349  0.573
H 24.436 19.991 28.731  0.308
H 23.358 17.208 29.559  0.239
H 25.012 17.520 29.249  0.464
H 24.528 19.347 26.681  0.250
H 24.025 18.028 25.528  -0.276
H 25.400 17.831 26.551  0.413
C 14.701 19.524 18.860  -1.378
O 15.260 18.586 18.023  0.405
C 14.430 18.153 16.928  -0.625
C 15.366 17.599 15.825  -0.617
N 14.644 17.068 14.680  -0.198
C 14.067 18.116 13.854  -0.450
C 13.432 17.599 12.530  -0.737
O 14.396 16.787 11.842  -0.368
C 15.389 17.587 11.211  -0.660
H 15.329 19.800 19.707  0.012
H 13.822 19.072 19.320  0.555
H 14.387 20.443 18.364  0.623
H 13.941 19.042 16.531  0.478
H 13.653 17.439 17.203  0.199
H 16.054 16.871 16.254  -0.056
H 16.067 18.379 15.528  0.458
H 15.328 16.539 14.158  0.309
H 14.893 18.755 13.542  0.289
H 13.312 18.685 14.396  0.339
H 12.971 18.396 11.946  0.393
H 12.568 16.973 12.753  0.381
H 15.984 16.951 10.555  0.268
H 16.109 18.029 11.900  0.239
H 14.954 18.362 10.579  0.307
C 19.453 27.694 21.840  -0.676
O 19.772 27.130 20.598  -0.372
C 18.826 26.076 20.176  -0.213
C 19.687 25.025 19.459  -1.085
N 18.952 23.795 19.153  -0.042
C 18.090 23.963 17.960  -0.870
C 17.470 22.569 17.596  -0.301
O 18.549 21.738 17.246  -0.469
C 17.984 20.383 17.076  -0.732
H 18.503 28.228 21.853  0.323
H 20.282 28.262 22.263  0.304
H 19.321 26.919 22.595  0.193
H 18.163 26.597 19.486  0.350
H 18.177 25.693 20.963  0.290
H 20.477 24.701 20.137  0.376
H 20.130 25.361 18.521  0.452
H 19.649 23.072 19.044  0.238
H 18.541 24.406 17.072  0.546
H 17.192 24.546 18.164  0.372
H 16.877 22.610 16.683  0.496
H 16.926 22.079 18.403  0.093
H 17.734 19.718 17.903  0.132
H 18.749 19.795 16.569  0.442
H 17.163 20.401 16.360  0.305
C 15.007 14.259 27.203  -0.564
O 16.036 15.108 27.605  -0.335
C 16.872 15.466 26.533  -0.379
C 18.144 16.216 26.930  0.040
N 19.045 15.510 27.833  -0.411
C 20.211 16.246 28.219  -0.341
C 19.845 17.294 29.309  0.096
O 18.934 16.739 30.253  -0.480
C 18.131 17.753 30.821  -0.740
H 14.413 14.095 28.103  0.257
H 15.432 13.286 26.955  0.316
H 14.364 14.635 26.407  0.108
H 16.290 16.010 25.790  0.005
H 17.222 14.611 25.954  0.346
H 17.769 17.125 27.400  0.081
H 18.616 16.469 25.981  0.087
H 18.444 15.409 28.638  0.439
H 20.634 16.662 27.305  0.023
H 20.954 15.545 28.601  0.299
H 19.254 18.026 28.758  -0.211
H 20.639 17.792 29.866  0.644
H 17.378 18.121 30.123  0.226
H 18.587 18.680 31.168  0.309
H 17.589 17.328 31.666  0.304
C 19.805 10.082 16.590  -0.658
O 19.423 11.302 15.997  -0.461
C 19.092 12.379 16.897  -0.556
C 17.952 12.092 17.875  -0.030
N 17.652 13.260 18.711  0.750
C 16.925 14.338 18.016  -0.756
C 15.573 13.931 17.449  -0.959
O 14.884 13.030 18.324  -0.313
C 13.699 12.489 17.741  -1.124
H 20.652 10.321 17.233  0.303
H 20.196 9.421 15.817  0.269
H 19.019 9.578 17.152  0.250
H 18.824 13.155 16.181  0.286
H 19.993 12.772 17.368  0.316
H 18.444 11.314 18.459  0.039
H 17.112 11.734 17.280  0.324
H 17.035 12.896 19.423  0.086
H 17.603 14.625 17.212  0.989
H 16.871 15.154 18.737  -0.599
H 15.705 13.469 16.471  0.810
H 14.944 14.820 17.399  0.168
H 13.903 12.126 16.733  0.327
H 13.007 13.325 17.639  0.457
H 13.248 11.630 18.238  0.262
C 20.769 19.579 26.527  0.163
O 19.503 19.098 26.159  0.030
C 18.494 20.155 26.016  -0.508
C 17.143 19.536 25.643  -0.296
N 17.162 18.511 24.600  0.998
C 15.881 18.352 23.966  -0.275
C 16.000 17.357 22.720  -0.234
O 16.648 18.020 21.639  -0.367
C 16.727 17.288 20.467  0.873
H 20.600 20.310 27.319  -0.061
H 21.229 20.140 25.713  0.176
H 21.314 18.724 26.927  -0.158
H 18.802 20.890 25.271  0.034
H 18.409 20.727 26.940  0.138
H 16.469 20.345 25.361  -0.108
H 16.659 19.072 26.502  -0.015
H 17.761 18.891 23.881  0.080
H 15.456 19.288 23.604  0.482
H 15.226 17.860 24.686  -0.852
H 15.022 16.953 22.457  -0.353
H 16.637 16.530 23.032  0.410
H 15.807 16.876 20.053  -0.380
H 17.444 16.478 20.599  -0.002
H 17.096 18.045 19.774  -0.167
C 13.103 20.353 22.345  -0.058
C 13.579 21.680 21.882  0.078
O 12.569 22.638 22.031  -0.601
H 12.831 20.403 23.399  0.083
H 13.846 19.587 22.122  -0.179
H 12.201 19.989 21.853  0.409
H 13.796 21.469 20.835  -0.110
H 14.535 22.015 22.286  0.032
H 12.456 22.876 22.954  0.356
C 18.818 22.604 22.518  -0.506
C 17.542 22.165 21.865  1.028
O 16.938 23.289 21.345  -0.626
H 18.536 23.166 23.408  0.108
H 19.336 23.292 21.848  0.011
H 19.431 21.748 22.800  0.225
H 16.796 21.779 22.560  -0.547
H 17.678 21.463 21.043  0.191
H 17.437 23.455 20.542  -0.070
C 21.527 24.119 25.468  -0.584
C 22.583 23.423 24.592  0.189
O 23.825 24.103 24.687  -0.603
H 21.890 24.144 26.495  0.176
H 20.590 23.580 25.604  -0.121
H 21.370 25.187 25.318  0.472
H 22.321 23.328 23.538  0.242
H 22.656 22.416 25.004  -0.118
H 23.829 24.860 24.096  0.326
C 16.127 23.835 25.188  -0.512
C 15.583 23.340 26.524  0.036
O 16.679 22.779 27.275  -0.332
H 16.696 23.027 24.729  -0.374
H 16.853 24.642 25.291  0.348
H 15.345 24.071 24.466  0.373
H 14.845 22.551 26.377  -0.170
H 15.048 24.145 27.027  0.470
H 16.605 22.847 28.230  0.207
C 20.199 16.189 19.347  -0.580
C 20.266 15.054 20.344  0.054
O 20.316 13.842 19.717  -0.582
H 20.088 17.105 19.926  0.192
H 19.354 16.010 18.683  -0.160
H 21.041 16.184 18.654  0.441
H 19.490 15.149 21.103  0.027
H 21.194 15.229 20.888  0.345
H 19.416 13.584 19.507  0.310
C 13.736 19.852 26.574  -0.164
C 12.230 19.774 26.318  -0.284
O 11.625 20.990 26.283  -0.548
H 14.178 18.856 26.583  0.056
H 13.924 20.106 27.617  0.511
H 14.224 20.524 25.867  -0.301
H 11.633 19.273 27.080  0.502
H 12.133 19.320 25.332  -0.076
H 10.673 20.880 26.342  0.322
C 11.745 16.837 23.472  -0.835
C 12.724 15.922 24.199  0.894
O 12.094 14.762 24.766  -0.569
H 10.843 17.124 24.012  0.532
H 11.352 16.298 22.610  0.336
H 12.202 17.795 23.225  -0.137
H 13.335 16.471 24.915  0.299
H 13.449 15.551 23.475  -0.933
H 11.391 15.081 25.337  0.370

***

# 2
Formula: C62H45F6N4O10
Source: the Open Molecules 2025 dataset
Level of theory: ωB97M-V/def2-TZVPD

## Properties
HOMO-LUMO gap = 5.929 eV
Largest force on an atom = 2.18 eV Å⁻¹
Total charge = +1

Each line ends with the Mulliken charge.
Atoms and positions in Å:
C -4.508 -6.104 6.395  -0.980
C -4.685 -6.425 5.097  -0.267
N -4.309 -5.568 4.008  0.364
C -5.369 -5.115 3.106  -0.910
O -6.400 -4.512 3.836  -0.480
C -6.874 -3.347 3.257  -0.524
C -7.312 -3.298 1.951  -0.022
C -7.747 -2.139 1.368  0.733
C -8.173 -2.177 -0.094  -1.451
C -7.771 -0.970 2.101  -1.139
C -7.363 -1.020 3.411  -0.292
C -6.905 -2.179 3.987  0.820
C -6.433 -2.188 5.439  1.180
C -7.641 -2.110 6.415  -1.408
C -5.462 -1.023 5.755  -1.321
C -3.043 -5.226 3.866  0.551
N -2.611 -4.384 2.872  -0.291
C -1.319 -4.278 3.038  0.273
C -0.508 -3.384 2.098  0.088
O 0.675 -3.577 1.994  -0.479
C -1.320 -2.312 1.319  1.357
F -2.189 -2.875 0.476  -0.298
F -2.077 -1.678 2.253  -0.284
C -0.459 -1.213 0.624  0.254
F 0.641 -0.904 1.313  -0.290
F -1.220 -0.088 0.619  -0.355
C -0.137 -1.489 -0.874  1.095
F 0.458 -2.681 -0.996  -0.248
F -1.252 -1.427 -1.616  -0.278
C 0.790 -0.311 -1.370  -0.004
O 1.983 -0.370 -1.266  -0.439
O 0.107 0.751 -1.882  -0.350
N -0.868 -4.997 4.068  -0.243
N -1.975 -5.583 4.581  0.034
H -4.887 -5.201 6.874  0.277
H -3.999 -6.836 7.027  0.362
H -5.140 -7.382 4.824  0.382
H -5.007 -4.448 2.321  0.664
H -5.755 -6.014 2.600  0.198
H -7.273 -4.224 1.378  0.336
H -9.177 -1.776 -0.233  0.369
H -8.077 -3.194 -0.482  0.324
H -7.434 -1.590 -0.655  0.325
H -8.120 -0.056 1.633  0.438
H -7.422 -0.091 3.969  0.372
H -5.906 -3.135 5.595  -0.351
H -7.379 -1.649 7.370  0.384
H -8.396 -1.473 5.941  0.344
H -8.082 -3.094 6.603  0.352
H -5.394 -0.923 6.843  0.429
H -4.460 -1.236 5.366  0.247
H -5.827 -0.071 5.362  0.285
H -0.232 1.299 -1.159  0.360
H 0.088 -5.089 4.384  0.221
H -1.968 -6.218 5.367  0.271
C -0.516 3.464 -4.128  -0.495
C -0.283 4.614 -4.877  -0.545
C -1.055 5.746 -4.670  -0.618
C -2.070 5.730 -3.721  0.320
C -2.318 4.569 -2.987  0.172
C -1.531 3.442 -3.187  -0.657
C -3.430 4.515 -2.000  0.542
O -3.641 3.504 -1.357  -0.714
C -4.281 5.721 -1.823  0.179
C -5.360 5.674 -0.948  -0.549
C -6.152 6.795 -0.765  -0.477
C -5.865 7.972 -1.449  -0.474
C -4.795 8.024 -2.326  -0.562
C -4.006 6.898 -2.524  0.199
C -2.880 6.958 -3.496  0.581
O -2.631 7.983 -4.095  -0.654
H 0.093 2.583 -4.284  0.452
H 0.503 4.626 -5.621  0.410
H -0.871 6.641 -5.248  0.485
H -1.715 2.546 -2.611  0.684
H -5.581 4.761 -0.413  0.469
H -6.994 6.755 -0.086  0.396
H -6.482 8.849 -1.299  0.405
H -4.576 8.938 -2.861  0.479
C 7.445 -1.405 -7.911  -0.535
C 6.840 -2.542 -8.437  -0.507
C 5.979 -3.296 -7.656  -0.551
C 5.728 -2.923 -6.342  0.276
C 6.354 -1.794 -5.807  0.330
C 7.203 -1.032 -6.600  -0.534
C 6.134 -1.406 -4.390  0.317
O 6.670 -0.422 -3.918  -0.666
C 5.247 -2.252 -3.549  0.190
C 5.076 -1.934 -2.207  -0.429
C 4.243 -2.704 -1.416  -0.639
C 3.567 -3.790 -1.964  -0.343
C 3.738 -4.115 -3.300  -0.777
C 4.585 -3.353 -4.095  0.408
C 4.787 -3.731 -5.520  0.405
O 4.201 -4.680 -5.999  -0.670
H 8.111 -0.813 -8.526  0.416
H 7.041 -2.839 -9.458  0.399
H 5.505 -4.177 -8.067  0.474
H 7.678 -0.150 -6.191  0.480
H 5.598 -1.087 -1.781  0.560
H 4.114 -2.458 -0.370  0.414
H 2.910 -4.387 -1.345  0.440
H 3.217 -4.962 -3.724  0.477
C 7.689 4.732 4.617  -0.465
C 8.482 3.591 4.691  -0.470
C 8.651 2.789 3.574  -0.540
C 8.019 3.118 2.381  0.203
C 7.205 4.250 2.314  0.125
C 7.052 5.061 3.433  -0.558
C 6.481 4.593 1.059  0.709
O 5.776 5.580 1.000  -0.668
C 6.635 3.695 -0.117  0.136
C 5.924 3.967 -1.280  -0.678
C 6.068 3.146 -2.386  -0.681
C 6.930 2.053 -2.342  -0.146
C 7.636 1.776 -1.182  -0.761
C 7.485 2.588 -0.064  0.207
C 8.224 2.257 1.184  0.531
O 8.974 1.303 1.229  -0.665
H 7.566 5.363 5.488  0.398
H 8.970 3.330 5.621  0.401
H 9.272 1.905 3.630  0.469
H 6.432 5.945 3.377  0.473
H 5.256 4.817 -1.318  0.489
H 5.509 3.357 -3.289  0.434
H 7.047 1.413 -3.210  0.582
H 8.303 0.924 -1.145  0.532

***

Look up the HOMO-LUMO gap of the first one.
8.359 eV

***

The lowest largest force on an atom belongs to which entry?
C62H45F6N4O10